(1)
ORCA calculation (wB97M-V/def2-TZVPD) on one molecule with the formula C2H4N2O2.

Calculated values
Energy: -9213.9485 eV
LUMO level: 0.90 eV
HOMO energy: -10.3 eV
SMILES: [H]/N=C/OC(N)=O

Each atom is followed by the atoms it is bonded to, with distances in Å.
Atoms and positions in Å:
1 H -0.92 2.19 0.22  N2 1.003
2 N -0.55 1.26 0.17  H1 1.003, C3 1.262
3 C -1.35 0.34 -0.13  N2 1.262, O4 1.347, H8 1.096
4 O -0.85 -0.91 -0.07  C3 1.347, C5 1.448
5 C 0.47 -0.80 0.50  O4 1.448, N6 1.362, O7 1.194
6 N 1.42 -0.76 -0.48  C5 1.362, H9 1.010, H10 1.011
7 O 0.65 -0.87 1.68  C5 1.194
8 H -2.40 0.39 -0.43  C3 1.096
9 H 2.36 -0.60 -0.14  N6 1.010
10 H 1.18 -0.25 -1.32  N6 1.011

(2)
ORCA calculation (wB97M-V/def2-TZVPD) on a 3-piece molecular cluster, C2H4N2O2S overall at a distorted geometry.

Calculated values
Energy: -20043.4965 eV
LUMO level: 4.28 eV
Net charge: -2
HOMO energy: 1.5 eV

Each atom is followed by the atoms it is bonded to, with distances in Å.
Atoms and positions in Å:
1 C -1.14 3.82 3.13  C2 1.425, O6 1.270, S7 2.110, H8 1.134
2 C -0.89 2.43 2.94  C1 1.425, S7 1.722, H10 1.085, H11 1.196
3 N -1.84 5.48 -0.24  N4 1.138, O5 1.208
4 N -0.91 4.86 -0.46  N3 1.138
5 O -2.69 6.34 -0.15  N3 1.208
6 O -0.39 4.84 3.15  C1 1.270
7 S -1.13 2.35 4.65  C1 2.110, C2 1.722
8 H -2.24 4.06 2.96  C1 1.134
9 H 3.18 -8.05 -6.92  no bonds
10 H -1.77 2.06 2.42  C2 1.085
11 H 0.22 2.09 2.66  C2 1.196

(3)
ORCA calculation (wB97M-V/def2-TZVPD) on a 2-piece molecular cluster, C2H4N2O2S overall at a distorted geometry.

Calculated values
Energy: -20040.7873 eV
LUMO level: -2.36 eV
HOMO energy: -9.0 eV

Each atom is followed by the atoms it is bonded to, with distances in Å.
Atoms and positions in Å:
1 C 0.30 -0.40 -0.37  H4 1.066, N7 1.256, N8 1.451
2 C -1.95 -0.51 0.00  H6 1.136, N8 1.448, O10 1.329
3 H 3.78 0.46 0.40  S11 1.426
4 H 0.16 -1.44 -0.54  C1 1.066
5 H 0.02 1.93 1.09  no bonds
6 H -3.03 -0.21 0.22  C2 1.136
7 N 1.31 0.30 -0.10  C1 1.256, S11 1.757
8 N -0.84 0.42 0.03  C1 1.451, C2 1.448, O9 1.393
9 O -0.90 1.73 -0.43  N8 1.393
10 O -1.71 -1.80 -0.14  C2 1.329
11 S 2.88 -0.49 -0.15  H3 1.426, N7 1.757

(4)
ORCA calculation (wB97M-V/def2-TZVPD) on one molecule with the formula C2H4N2O2S at a distorted geometry.

Calculated values
Energy: -20045.3909 eV
LUMO level: -1.11 eV
HOMO energy: -9.1 eV

Each atom is followed by the atoms it is bonded to, with distances in Å.
Atoms and positions in Å:
1 C 0.32 -1.09 -0.64  C2 1.577, N4 1.609, O5 1.244, O6 1.396
2 C 0.38 0.29 0.12  C1 1.577, N3 1.436, H8 1.096, H9 1.116
3 N -0.49 1.28 -0.45  C2 1.436, S7 1.696, H10 0.967
4 N -0.74 -0.69 -1.78  C1 1.609, S7 1.454
5 O 1.35 -1.66 -1.04  C1 1.244
6 O -0.76 -1.79 -0.10  C1 1.396, H11 0.999
7 S -1.37 0.62 -1.73  N3 1.696, N4 1.454
8 H 0.22 0.15 1.19  C2 1.096
9 H 1.42 0.64 -0.09  C2 1.116
10 H -0.80 1.79 0.32  N3 0.967
11 H -0.98 -2.65 -0.55  O6 0.999

(5)
ORCA calculation (wB97M-V/def2-TZVPD) on one molecule with the formula C2H4N2O2S at a distorted geometry.

Calculated values
Energy: -20044.7903 eV
LUMO level: -0.57 eV
HOMO energy: -10.3 eV
SMILES: C/C=N\N=S(=O)=O

Each atom is followed by the atoms it is bonded to, with distances in Å.
Atoms and positions in Å:
1 C -1.15 -1.23 -0.40  C2 1.480, H8 1.085, H9 1.119, H10 1.121
2 C -1.05 0.21 -0.73  C1 1.480, N3 1.228, H11 1.070
3 N -0.46 1.10 -0.12  C2 1.228, N4 1.704
4 N 0.52 0.63 1.19  N3 1.704, S5 1.563
5 S 1.96 1.19 0.94  N4 1.563, O6 1.448, O7 1.460
6 O 2.37 1.47 -0.42  S5 1.448
7 O 2.84 1.15 2.11  S5 1.460
8 H -1.56 -1.51 0.56  C1 1.085
9 H -0.19 -1.80 -0.44  C1 1.119
10 H -1.90 -1.79 -1.03  C1 1.121
11 H -1.39 0.58 -1.67  C2 1.070

(6)
ORCA calculation (wB97M-V/def2-TZVPD) on a 3-piece molecular cluster, C2H4N2O2S overall at a distorted geometry.

Calculated values
Energy: -20043.0591 eV
LUMO level: -0.20 eV
HOMO energy: -9.5 eV

Each atom is followed by the atoms it is bonded to, with distances in Å.
Atoms and positions in Å:
1 C 0.79 0.38 0.98  N7 1.341, O9 1.471, S11 1.679
2 C -1.56 -0.38 -1.65  N8 1.383, O10 1.295
3 H 2.94 0.79 1.19  N7 1.245
4 H 2.20 -0.78 0.22  N7 1.033
5 H -1.93 0.23 0.91  no bonds
6 H -0.40 -1.05 -2.23  no bonds
7 N 2.06 -0.05 0.94  C1 1.341, H3 1.245, H4 1.033
8 N -1.34 -0.07 -0.32  C2 1.383, O9 1.400
9 O -0.07 -0.46 0.13  C1 1.471, N8 1.400
10 O -2.72 -0.10 -2.16  C2 1.295
11 S 0.04 1.50 1.98  C1 1.679

(7)
ORCA calculation (wB97M-V/def2-TZVPD) on a 2-piece molecular cluster, C2H4N2O2S overall at a distorted geometry.

Calculated values
Energy: -20039.9144 eV
LUMO level: -2.59 eV
HOMO energy: -8.7 eV

Each atom is followed by the atoms it is bonded to, with distances in Å.
Atoms and positions in Å:
1 C 1.35 -0.36 -0.39  N7 1.435, N8 1.391, O9 1.371
2 C -1.52 0.35 0.47  H4 1.062, H5 1.130, O10 1.620, S11 1.707
3 H 1.44 1.67 -0.90  N7 0.993
4 H -2.38 0.83 0.08  C2 1.062
5 H -1.31 0.63 1.55  C2 1.130
6 H 0.51 -2.35 1.09  no bonds
7 N 0.86 0.99 -0.48  C1 1.435, H3 0.993, O10 1.471
8 N 0.39 -1.32 -0.71  C1 1.391, S11 1.755
9 O 2.56 -0.59 0.20  C1 1.371
10 O -0.59 1.26 -0.50  C2 1.620, N7 1.471
11 S -1.32 -1.10 -0.41  C2 1.707, N8 1.755

(8)
ORCA calculation (wB97M-V/def2-TZVPD) on one molecule with the formula C2H4N2O2S at a distorted geometry.

Calculated values
Energy: -20045.9175 eV
LUMO level: 0.47 eV
HOMO energy: -9.8 eV
SMILES: [H]/N=C(\NO)SC=O

Each atom is followed by the atoms it is bonded to, with distances in Å.
Atoms and positions in Å:
1 H 2.43 -0.56 1.26  N2 1.046
2 N 1.79 -0.22 0.51  H1 1.046, C3 1.206
3 C 0.60 -0.38 0.65  N2 1.206, N4 1.494, S6 1.808
4 N -0.04 -1.21 1.71  C3 1.494, O5 1.424, H9 1.068
5 O -1.18 -1.88 1.20  N4 1.424, H10 1.074
6 S -0.67 0.20 -0.50  C3 1.808, C7 1.880
7 C 0.48 1.40 -1.38  S6 1.880, O8 1.243, H11 1.174
8 O -0.13 2.28 -2.00  C7 1.243
9 H 0.50 -2.13 1.81  N4 1.068
10 H -2.03 -1.27 1.47  O5 1.074
11 H 1.65 1.38 -1.30  C7 1.174

Q: Look up the HOMO energy of the sixth one.
A: -9.5 eV

Q: Which formula does entry 3 have?
A: C2H4N2O2S

Q: What is the formula in the seventh record?
A: C2H4N2O2S